1.
Here is the molecule C8H12 at a distorted geometry from the OMol25 dataset. Energies are from wB97M-V/def2-TZVPD.

```
! wB97M-V def2-TZVPD RIJCOSX def2/J DEFGRID3
* xyz 0 1
C 1.21774 0.30509 0.87259
C 1.12922 -0.64669 -0.29584
C 1.54930 -0.71615 -1.75576
C 0.11690 -0.03176 -1.28475
C -1.40809 -0.11202 -0.85842
C -1.17980 0.64420 0.36044
C -1.53845 0.63867 1.74120
C -0.15846 0.08045 1.37835
H 1.57667 1.34899 0.56501
H 1.97523 -0.20280 1.48310
H 1.16402 -1.79849 -0.06157
H 2.03551 -0.02374 -2.24493
H 1.91132 -1.71285 -2.42980
H 0.18144 1.16152 -1.31647
H -2.06928 0.57419 -1.55731
H -1.78188 -1.27760 -0.67999
H -0.73439 1.55730 0.09043
H -2.26413 -0.30975 2.00785
H -1.66726 1.56765 2.41326
H -0.05559 -1.04621 1.57261
*
```

E_LUMO	1.1	eV
max |F|	5.239	eV/Å
relative energy (zero: lowest compared OMol25 entry of this formula, charge and spin)	638.2	kJ/mol

---

2.
Here is the molecule C8H12 at a distorted geometry from the OMol25 dataset. Energies are from wB97M-V/def2-TZVPD.

```
! wB97M-V def2-TZVPD RIJCOSX def2/J DEFGRID3
* xyz 0 1
C -1.43986 1.43689 -0.32417
C -0.19234 1.28618 -0.64536
C -1.82301 -1.05887 -0.40583
C -1.91867 0.23189 0.47200
C -0.75673 -0.67829 0.58954
C 0.46624 0.13876 0.02224
C 1.40644 0.69368 1.10258
C 1.23384 -0.81157 -0.91484
H -2.09075 2.10614 -0.81127
H 0.41677 2.13463 -0.95165
H -2.54409 -1.97971 -0.08245
H -1.68278 -0.97396 -1.46869
H -2.64215 0.21878 1.34037
H -0.46175 -1.19435 1.46600
H 1.92202 -0.03334 1.72963
H 0.92318 1.56749 1.60928
H 2.24779 1.11511 0.53951
H 1.19712 -1.79425 -0.34454
H 2.33951 -0.43875 -0.85544
H 0.77997 -1.09823 -1.91240
*
```

E_LUMO	1.0	eV
max |F|	3.821	eV/Å
relative energy (zero: lowest compared OMol25 entry of this formula, charge and spin)	148.7	kJ/mol

---

3.
Here is a structure of composition C8H12AlZn at a distorted geometry from the OMol25 dataset. Energies are from wB97M-V/def2-TZVPD.

```
! wB97M-V def2-TZVPD RIJCOSX def2/J DEFGRID3
* xyz 1 1
C 0.73493 -2.38443 -0.21908
C 0.93022 -0.81075 0.02389
C 2.23378 -0.34836 0.74437
C 2.45479 1.19115 1.01435
C 1.42515 2.29763 0.54810
C 0.10615 1.86960 -0.17379
C -0.08492 0.31722 -0.40354
C -1.44246 -0.12798 -1.09478
Al -2.64937 -0.65753 0.53129
H 0.26111 -2.60474 -1.25250
H 1.75293 -2.92786 -0.20998
H 0.06425 -2.86948 0.59331
H 2.95696 -1.16902 1.08035
H 3.41150 1.52293 1.57093
H 1.63679 3.39796 0.74890
H -0.70323 2.60021 -0.53627
H -1.29589 -1.00167 -1.83183
H -1.90709 0.72708 -1.72101
H -3.64536 0.54489 0.80034
H -1.71299 -0.76606 1.84547
H -3.33028 -2.07642 0.34771
Zn -1.19697 3.27565 -2.40623
*
```

E_LUMO	-8.1	eV
max |F|	5.720	eV/Å
relative energy (zero: lowest compared OMol25 entry of this formula, charge and spin)	0.0	kJ/mol

---

4.
Here is a structure of composition C8H12As3F19MnO6 at a distorted geometry from the OMol25 dataset. Energies are from wB97M-V/def2-TZVPD.

```
! wB97M-V def2-TZVPD RIJCOSX def2/J DEFGRID3
* xyz -2 6
Mn 0.10902 0.66718 -1.26312
As -3.49035 1.53966 -1.14530
F -1.79781 1.02913 -1.53098
F -3.60003 0.22227 0.08492
F -5.22703 1.89173 -0.70843
F -3.32015 2.80531 -2.30135
F -4.16570 0.44926 -2.37753
F -3.03076 2.67291 0.12545
As 1.16335 -0.96875 -4.34267
F 2.46077 -1.85645 -3.49536
F 1.91137 -1.03598 -5.96111
F -0.06838 0.09432 -5.09200
F 0.24789 -0.73489 -2.83167
F 2.12046 0.49252 -4.05023
F 0.19474 -2.42611 -4.64712
As 3.57604 0.08391 -0.44431
F 3.81328 1.01267 -1.88352
F 4.25306 -1.27115 -1.32122
F 3.35937 -0.94037 0.96704
F 2.88393 1.54383 0.35600
F 1.87205 -0.33298 -0.95627
F 5.16948 0.58597 0.16342
F 1.19688 2.33641 -2.03084
C 2.92551 1.80960 3.89164
C 1.64905 2.57961 3.71431
C 1.89547 3.72817 2.75295
O 1.15554 3.43204 1.57764
C 0.47897 2.33212 1.75948
O -0.09306 1.73470 0.86254
O 0.68500 1.86680 3.02153
H 2.62835 0.91548 4.44230
H 3.67304 2.36418 4.46407
H 3.45666 1.63288 2.95586
H 1.24974 3.04221 4.61857
H 2.94630 3.86183 2.50520
H 1.51959 4.58615 3.31415
C -2.80080 -4.59993 -0.41710
C -3.12400 -3.10937 -0.04480
C -3.07513 -2.86512 1.45681
O -1.87956 -2.16643 1.74778
C -1.39738 -1.68818 0.55675
O -0.51475 -0.90194 0.42611
O -1.91491 -2.42848 -0.46550
H -2.44867 -4.62759 -1.45109
H -3.68415 -5.23962 -0.44887
H -1.96235 -5.04273 0.11930
H -4.02989 -2.82065 -0.57206
H -3.00868 -3.82441 1.97660
H -3.96137 -2.43173 1.92203
*
```

E_LUMO (alpha / beta)	4.1 / 4.1	eV
max |F|	3.346	eV/Å
expectation value of S²	8.752
relative energy (zero: lowest compared OMol25 entry of this formula, charge and spin)	0.0	kJ/mol

---

5.
Here is a structure of composition C8H12B2F8LiO6 at a distorted geometry from the OMol25 dataset. Energies are from wB97M-V/def2-TZVPD.

```
! wB97M-V def2-TZVPD RIJCOSX def2/J DEFGRID3
* xyz -1 1
Li -1.90313 3.67382 1.12168
B 0.02166 7.63488 0.10582
F 0.84482 7.70663 -0.99573
F 0.19135 8.77420 0.83472
F -1.28991 7.48580 -0.24075
F 0.33719 6.59600 0.86751
B -5.86821 4.24408 2.98872
F -5.40277 3.17011 2.24833
F -7.09287 3.88707 3.40705
F -5.04411 4.40534 3.99990
F -5.97863 5.46246 2.31553
C -0.51929 -3.07002 -5.95873
C 0.28027 -2.15725 -5.01205
C 1.04126 -1.08631 -5.67455
O 0.69330 0.07092 -5.02115
C -0.43155 -0.15610 -4.34237
O -0.97762 0.62299 -3.57227
O -0.74663 -1.45831 -4.44831
H -1.14136 -2.60489 -6.72345
H -1.06434 -3.85016 -5.42730
H 0.24304 -3.69714 -6.42096
H 0.94339 -2.64965 -4.30078
H 0.82953 -1.02839 -6.74222
H 2.07248 -1.43556 -5.62262
C 2.67152 -3.83224 5.47605
C 2.90923 -2.96377 4.27739
C 2.41275 -3.59906 2.95267
O 1.43293 -2.74618 2.54442
C 1.29253 -1.75449 3.35261
O 0.47340 -0.90300 3.11679
O 1.96216 -1.89898 4.41065
H 3.34028 -4.69125 5.53057
H 1.65400 -4.20331 5.35338
H 2.70150 -3.17089 6.34197
H 3.91156 -2.59822 4.05420
H 2.03807 -4.61880 3.04131
H 3.16219 -3.56042 2.16213
*
```

E_LUMO	0.6	eV
max |F|	5.494	eV/Å
relative energy (zero: lowest compared OMol25 entry of this formula, charge and spin)	616.4	kJ/mol

---

6.
Here is a cluster of 2 separate species, C8H12BClN3O2 in total at a distorted geometry from the OMol25 dataset. Energies are from wB97M-V/def2-TZVPD.

```
! wB97M-V def2-TZVPD RIJCOSX def2/J DEFGRID3
* xyz 1 1
C -2.91972 -1.23958 0.77511
C -1.95308 -1.42145 -0.49734
B -0.58925 -0.55904 -0.45030
O 0.63335 -1.16081 -0.94927
C -0.46622 0.99444 0.08252
N -0.43109 1.36724 1.45582
N -0.33140 2.52577 2.08259
C -0.19084 3.67426 1.29256
O -0.04206 4.96994 1.84587
C -0.18526 3.54857 -0.24701
C -0.33082 2.18651 -0.94847
Cl -0.30711 1.96987 -2.73818
H -2.33580 -1.39113 1.74983
H -3.50745 -0.26209 0.73235
H -3.68046 -2.10865 0.74167
H -1.63104 -2.53277 -0.50354
H -2.56149 -1.27769 -1.46767
H 1.32490 -0.82787 -0.31627
H -0.50001 0.54870 2.09839
H -0.32510 4.93605 2.79860
H -0.04722 4.50697 -0.85906
C 3.57705 -3.14265 -1.55205
C 3.02555 -2.93552 -0.21056
N 2.59027 -2.77085 0.84280
H 2.81465 -3.49910 -2.24855
H 3.98757 -2.21808 -1.96458
H 4.38207 -3.88103 -1.54527
*
```

E_LUMO	-5.3	eV
max |F|	4.693	eV/Å

---

| no. | calculated total energy (eV) |
| --- | --- |
| 1 | -8482.9679 |
| 2 | -8488.0417 |
| 3 | -63488.3556 |
| 4 | -286259.0682 |
| 5 | -44086.1133 |
| 6 | -30245.5356 |